Entry 1:
Computed, not measured: an isolated molecule of C18H15NOS, with the ωB97M-V functional and the def2-TZVPD basis.

SMILES   Cc1ccc(CSc2nc3ccccc3cc2C=O)cc1
LUMO level   -0.3 eV

Cartesian coordinates (Å):
C 0.2157 3.5522 0.1711
C 0.9865 2.2841 0.3758
C 1.9895 1.8974 -0.5002
C 2.6746 0.7077 -0.3172
C 2.3751 -0.1207 0.7562
C 1.3956 0.2850 1.6594
C 0.7105 1.4663 1.4679
H -0.0582 1.7584 2.1690
H 1.1566 -0.3468 2.5026
C 3.0258 -1.4553 0.8963
H 3.6910 -1.6749 0.0620
H 3.5698 -1.5510 1.8366
S 1.7632 -2.8015 1.0037
C 0.3892 -2.0739 0.1806
N -0.7338 -2.1821 0.8335
C -1.8358 -1.5583 0.3906
C -3.0352 -1.6843 1.1206
C -4.1484 -0.9924 0.7313
C -4.1190 -0.1536 -0.3964
C -2.9750 -0.0214 -1.1328
C -1.8102 -0.7243 -0.7646
C -0.6154 -0.6940 -1.4996
C 0.4937 -1.3954 -1.0735
C 1.6471 -1.4917 -1.9653
O 2.6054 -2.2117 -1.8375
H 1.5406 -0.8443 -2.8608
H -0.5745 -0.1396 -2.4287
H -2.9447 0.6156 -2.0054
H -5.0124 0.3834 -0.6785
H -5.0664 -1.0832 1.2932
H -3.0356 -2.3262 1.9869
H 3.4499 0.4223 -1.0135
H 2.2335 2.5257 -1.3452
H 0.4377 4.2606 0.9688
H -0.8549 3.3532 0.1929
H 0.4684 4.0144 -0.7797


Entry 2:
Computed, not measured: a structure of composition C18H16AuN2O, with the ωB97M-V functional and the def2-TZVPD basis.

ΔE to the lowest compared entry with this formula, charge and spin   147.8 kJ/mol
LUMO level   -4.6 eV
Net charge   +1

Cartesian coordinates (Å):
Au 0.3870 1.0494 -0.3750
N 1.5362 3.1301 3.5869
C 1.2398 2.5248 2.4211
O 1.0853 1.3145 2.3423
C 1.0179 3.4627 1.2396
C 1.2967 2.8769 -0.1488
H 1.6340 2.5654 4.4141
H 1.6700 4.1225 3.6550
H 1.6192 4.3636 1.3843
H -0.0253 3.7895 1.3121
H 2.3658 2.8692 -0.3545
H 0.8465 3.5071 -0.9226
C 4.0504 -1.0910 -0.3546
C 3.6161 -2.4039 -0.4344
C 2.2633 -2.6941 -0.5151
C 1.3226 -1.6699 -0.5155
C 1.8035 -0.3661 -0.4247
C 3.1331 -0.0407 -0.3433
C -0.1232 -1.8397 -0.6442
C -0.8006 -3.0713 -0.6876
C -2.1599 -3.0675 -0.7959
C -2.8706 -1.8487 -0.8764
C -4.2776 -1.7875 -0.9972
C -4.9106 -0.5812 -1.0837
C -4.1622 0.6144 -1.0593
C -2.8005 0.5880 -0.9427
C -2.1310 -0.6478 -0.8423
N -0.7725 -0.6915 -0.7201
H 5.1076 -0.8699 -0.2968
H 4.3367 -3.2097 -0.4374
H 1.9360 -3.7231 -0.5856
H 3.4618 0.9838 -0.2623
H -0.2442 -3.9942 -0.6236
H -2.7115 -3.9991 -0.8226
H -4.8392 -2.7126 -1.0214
H -5.9865 -0.5349 -1.1771
H -4.6731 1.5642 -1.1417
H -2.2411 1.5181 -0.9489


Entry 3:
Computed, not measured: a cluster of 2 separate species, C18H16BCl3N2O2 in total at a distorted geometry, with the ωB97M-V functional and the def2-TZVPD basis.

ΔE to the lowest compared entry with this formula, charge and spin   0.0 kJ/mol
LUMO level   -3.1 eV

Cartesian coordinates (Å):
Cl 1.1192 3.2067 0.3148
B 0.9182 1.9053 1.6489
Cl 2.4955 1.8364 2.6746
Cl -0.5430 2.2050 2.7449
O 0.6902 0.6033 0.9629
C 1.4858 -0.4169 0.9961
C 2.6153 -0.5425 0.0659
C 3.3427 -1.7357 0.0764
C 4.4153 -1.9098 -0.8027
C 4.7949 -0.8832 -1.6807
C 4.0731 0.3194 -1.6812
C 3.0177 0.5050 -0.7872
H 1.5196 -1.0125 1.9128
H 3.0266 -2.5097 0.7795
H 4.9590 -2.8554 -0.7902
H 5.6438 -1.0149 -2.3603
H 4.3217 1.1287 -2.3750
H 2.4852 1.4580 -0.7583
O 0.6566 -0.2975 -1.8777
C -0.3233 -1.0328 -1.7028
C -1.1016 -1.5245 -2.8936
C -1.8102 -2.7413 -2.9160
C -2.5023 -3.0864 -4.0776
C -2.5029 -2.2556 -5.1977
C -1.7541 -1.0753 -5.1838
C -1.0488 -0.7278 -4.0387
C -1.8256 -3.6969 -1.7378
C -2.5677 -3.1851 -0.4758
C -2.2906 -1.7093 -0.2007
C -0.8289 -1.4127 -0.3936
N 0.0261 -1.7723 0.5467
N -0.0345 -2.4791 1.5213
H -3.0512 -4.0294 -4.0884
H -3.0836 -2.5296 -6.0778
H -1.7270 -0.4141 -6.0451
H -0.4528 0.1793 -3.9935
H -2.3023 -4.6376 -2.0404
H -0.7846 -3.9371 -1.4567
H -3.6506 -3.3290 -0.5892
H -2.2402 -3.7783 0.3922
H -2.8604 -1.0757 -0.8945
H -2.5792 -1.4462 0.8254


Entry 4:
Computed, not measured: a cluster of 2 separate species, C18H16F3N3O8S2 in total at a distorted geometry, with the ωB97M-V functional and the def2-TZVPD basis.

LUMO level   -1.9 eV

Cartesian coordinates (Å):
C -6.3611 -2.3679 1.8321
O -5.8709 -1.0585 1.9705
C -4.4954 -0.9334 1.7906
C -3.9694 0.3592 1.6846
C -2.6301 0.5701 1.4856
C -1.7359 -0.4949 1.3935
C -0.2889 -0.2214 1.1823
C 0.6648 -1.0944 1.7059
S 2.4087 -0.7152 1.6058
C 2.9198 -1.7761 2.9777
C 2.8671 -1.9238 0.3325
O 0.0558 0.8061 0.5777
C -2.2491 -1.7878 1.5053
C -3.5930 -2.0052 1.6986
H -7.4499 -2.3313 1.7996
H -5.9922 -2.8005 0.9032
H -6.0457 -2.9752 2.6798
H -4.6490 1.1918 1.7561
H -2.2429 1.5699 1.3979
H 0.3552 -1.9765 2.2290
H 3.9989 -1.8974 2.9752
H 2.6201 -1.3307 3.9219
H 2.4647 -2.7588 2.8953
H 3.9449 -2.0655 0.3266
H 2.3957 -2.8824 0.5256
H 2.5544 -1.5714 -0.6459
H -1.5836 -2.6288 1.4152
H -3.9620 -3.0093 1.7916
O 1.6824 0.5093 -5.1670
S 0.5260 0.6947 -4.2254
O -0.6652 1.5206 -4.6189
C 0.1679 -0.7645 -3.1460
F -0.3366 -1.7354 -3.9086
F 1.3200 -1.1317 -2.5853
F -0.7077 -0.3673 -2.2226
C 1.2642 1.6302 -2.8830
C 0.4834 2.4249 -2.0918
C 1.1140 3.1062 -1.0526
N 0.7139 3.9449 -0.0316
O -0.4743 4.3201 0.1129
O 1.7229 4.3231 0.7672
N 2.7878 3.7254 0.2820
C 2.4772 2.9981 -0.8137
C 3.2719 2.1809 -1.6630
N 4.6905 1.9981 -1.4522
O 5.2796 2.7272 -0.6532
O 5.2657 1.1116 -2.0864
C 2.6408 1.5127 -2.6822
H -0.5862 2.4907 -2.2436
H 3.2311 0.8899 -3.3487


Entry 5:
Computed, not measured: a structure of composition C18H16FN4O3ReS4Sb at a distorted geometry, with the ωB97M-V functional and the def2-TZVPD basis.

LUMO level   -12.3 eV
Net charge   +3

Cartesian coordinates (Å):
Re 2.3829 0.8354 0.9375
C -3.5985 -2.7721 -2.2268
C -3.8049 -1.2992 -1.9069
C -5.1148 -0.9786 -1.2135
C -5.1859 -1.6520 0.1481
C -3.9538 -1.3487 0.9652
C -3.9744 -1.4522 2.3341
C -2.8445 -1.1362 3.0999
F -2.9302 -1.2578 4.4156
C -1.6829 -0.6967 2.5441
C -1.6220 -0.5812 1.1438
C -0.4516 -0.1291 0.4845
O 0.5987 0.1984 1.2660
C -0.4206 -0.0490 -0.8880
C -1.5643 -0.4216 -1.6145
N -2.6593 -0.8315 -1.0304
C -2.7517 -0.9228 0.3598
C 0.7289 0.4078 -1.6558
O 0.8651 0.5121 -2.8183
O 1.8352 0.7901 -0.8210
H -4.4404 -3.1268 -2.8202
H -3.5366 -3.3814 -1.3243
H -2.6907 -2.9281 -2.8104
H -3.7195 -0.7049 -2.8158
H -5.9257 -1.3215 -1.8543
H -5.2247 0.1030 -1.1090
H -5.2937 -2.7338 0.0431
H -6.0629 -1.3098 0.6959
H -4.8752 -1.7715 2.8450
H -0.8356 -0.4503 3.1650
H -1.5572 -0.3791 -2.6967
S 1.7526 0.4130 5.5404
Sb 3.5829 0.9872 4.5975
S 2.3808 2.5627 2.1079
S 3.3012 -0.6207 2.1849
S 5.5588 1.7475 4.2777
N 5.2271 3.6216 -2.6556
C 5.2679 2.6933 -1.6984
C 4.0989 2.2320 -1.0564
N 4.1873 1.3134 -0.0806
C 5.4015 0.8391 0.2688
C 6.5224 1.3022 -0.4075
N 6.4739 2.2062 -1.3628
H 4.3690 4.0114 -3.0040
H 6.0920 3.8954 -3.0964
H 3.1238 2.5849 -1.3462
H 5.4730 0.1006 1.0479
H 7.4978 0.8998 -0.1585


Entry 6:
Computed, not measured: an isolated molecule of C18H16N2O2 at a distorted geometry, with the ωB97M-V functional and the def2-TZVPD basis.

SMILES   O=C1N[C@H](c2cccc(C#Cc3ccccc3)c2)NC[C@H]1O
ΔE to the lowest compared entry with this formula, charge and spin   322.9 kJ/mol
LUMO level   0.3 eV

Cartesian coordinates (Å):
O -3.1986 -0.7279 2.7652
C 0.7342 1.7520 -2.1488
C 1.2145 1.2659 -1.1446
O -3.4488 -3.6719 2.8513
C -2.2359 -1.4738 2.7563
C -0.8634 3.2620 -5.8150
C 0.5068 3.0711 -5.7051
C -1.6874 3.0353 -4.7275
C 3.3684 0.4130 1.8241
C 1.0322 2.5901 -4.4578
C -1.1772 2.5599 -3.4739
C 2.9533 1.0062 0.5917
C 2.5204 -0.4447 2.5294
C 0.7988 -0.0611 0.8576
C 0.1975 2.3068 -3.3525
C 1.6764 0.7214 0.0894
C 1.2214 -0.6518 2.0813
N -1.0418 -0.8537 3.0321
N 0.1669 -2.8241 2.3988
C 0.2597 -1.4658 2.9156
C -2.2964 -2.9766 2.3741
C -0.9689 -3.6416 2.8297
H -4.2640 -3.1715 2.6721
H -1.2424 3.6382 -6.7602
H 1.1916 3.2541 -6.5395
H -2.7368 3.2049 -4.8086
H 4.3159 0.5669 2.2542
H 2.0992 2.4877 -4.3919
H -1.8335 2.3681 -2.6091
H 3.6039 1.6321 0.0416
H 2.8786 -0.9339 3.4141
H -0.1965 -0.2485 0.4773
H -1.1052 0.1208 3.1988
H 1.0417 -3.3047 2.4312
H 0.6612 -1.4935 3.9264
H -2.3341 -2.9815 1.2807
H -0.9653 -3.6819 3.9228
H -0.8464 -4.6483 2.4190


Entry 7:
Computed, not measured: a structure of composition C18H16N5OSZr, with the ωB97M-V functional and the def2-TZVPD basis.

ΔE to the lowest compared entry with this formula, charge and spin   50.7 kJ/mol
⟨S²⟩   0.752
LUMO level (alpha / beta)   -7.2 / -7.2 eV
Spin multiplicity   2
Net charge   +2

Cartesian coordinates (Å):
Zr 0.6549 -0.7855 -1.4079
N 4.0792 -1.5532 1.3134
C 2.9133 -1.4183 0.6896
S 2.9655 -1.6567 -1.0831
N 1.8567 -1.1473 1.4094
N 0.6927 -1.0433 0.7200
C -0.4117 -0.7701 1.3627
C -0.4675 -0.5338 2.8131
C -1.0065 0.6654 3.2827
C -1.0697 0.9041 4.6447
C -0.6257 -0.0609 5.5385
C -0.1024 -1.2596 5.0719
C -0.0073 -1.4949 3.7111
C -1.6524 -0.7580 0.5664
C -2.9022 -0.6862 1.1636
C -4.0407 -0.7635 0.3764
C -3.9117 -0.9257 -0.9936
C -2.6421 -1.0008 -1.5285
N -1.5349 -0.9141 -0.7806
H 4.9143 -1.8064 0.8156
H 4.1160 -1.4413 2.3151
H -1.3590 1.4144 2.5828
H -1.4698 1.8410 5.0076
H -0.6897 0.1218 6.6025
H 0.2391 -2.0101 5.7715
H 0.4159 -2.4203 3.3438
H -2.9766 -0.5881 2.2368
H -5.0202 -0.7089 0.8320
H -4.7745 -1.0022 -1.6393
H -2.4967 -1.1462 -2.5918
O 0.7594 1.2107 -1.8491
N 1.0626 1.5328 -3.1368
C 0.0708 1.9455 -3.9474
C 0.3615 2.3206 -5.2384
C 1.6780 2.2836 -5.6825
C 2.6789 1.8759 -4.8098
C 2.3520 1.5097 -3.5243
H -0.9121 1.9777 -3.5006
H -0.4394 2.6507 -5.8840
H 1.9233 2.5812 -6.6925
H 3.7154 1.8516 -5.1140
H 3.0636 1.2087 -2.7673


Entry 8:
Computed, not measured: a structure of composition C18H16N8S3SbSe3TeTi at a distorted geometry, with the ωB97M-V functional and the def2-TZVPD basis.

ΔE to the lowest compared entry with this formula, charge and spin   2.4 kJ/mol
⟨S²⟩   3.790
LUMO level (alpha / beta)   3.8 / 3.1 eV
Spin multiplicity   4
Net charge   -2

Cartesian coordinates (Å):
Ti 0.3568 -0.5194 0.1505
N 1.6604 1.4985 -3.5611
C 1.1979 0.6178 -2.6444
N 1.1188 0.8647 -1.3869
C 1.5152 2.1169 -0.8888
N 1.4918 2.3469 0.3809
N 1.0181 1.2815 1.0829
C 1.1942 1.2790 2.4050
C 0.9521 0.0586 3.0764
C 1.1087 -0.1133 4.4692
C 0.9459 -1.3591 5.0172
C 0.6276 -2.4444 4.1907
C 0.4672 -2.2148 2.8387
N 0.6017 -1.0074 2.2874
C 1.9195 3.1445 -1.8459
C 2.2274 4.4504 -1.4713
C 2.5824 5.3921 -2.4193
C 2.6257 5.0406 -3.7659
C 2.3217 3.7500 -4.1580
C 1.9731 2.8037 -3.2000
H 1.4779 1.2798 -4.5275
H 0.8759 -0.3482 -3.0142
H 1.6211 2.1385 2.9108
H 1.3734 0.7423 5.0785
H 1.0812 -1.5049 6.0831
H 0.5488 -3.4520 4.5715
H 0.2650 -3.0266 2.1500
H 2.1702 4.7011 -0.4208
H 2.8162 6.4046 -2.1154
H 2.8926 5.7777 -4.5131
H 2.3415 3.4672 -5.2039
S 2.4902 -4.7057 1.2877
Sb 2.4487 -3.2588 -0.5256
S 2.9130 -1.0453 0.2804
S -0.0011 -2.6535 -0.8358
Se -2.1017 2.2083 -1.3703
Se -1.8024 3.6280 -3.0327
Te -1.7754 0.3781 -4.7122
Se -2.0678 -0.0406 -2.2989
N -3.3682 1.9027 3.5357
C -3.1292 0.8320 2.6895
C -2.0077 0.8288 1.8490
N -1.7553 -0.1974 1.0572
C -2.5969 -1.2434 1.0927
C -3.6903 -1.2191 1.9292
N -3.9729 -0.1865 2.7290
H -2.9858 2.7837 3.2328
H -4.3256 1.9559 3.8447
H -1.3191 1.6633 1.8133
H -2.3569 -2.0808 0.4499
H -4.3745 -2.0581 1.9573